Run i
Computed, not measured: C4H4Cl2FN in the gas phase, with wB97M-V/def2-TZVPD.

Cartesian coordinates (Å):
F 0.74656 -2.05007 -0.01712
C 0.80769 -0.72484 -0.21758
C 1.98192 -0.04768 -0.07891
Cl 3.47427 -0.80300 0.19081
Cl 1.97959 1.69067 -0.08603
C -0.50573 -0.08936 -0.45731
C -1.26781 0.70386 0.60566
N -1.66974 -0.66049 0.13291
H -0.62396 0.32228 -1.44567
H -0.82816 0.69405 1.62508
H -1.75973 1.57900 0.29414
H -2.33489 -0.61443 -0.54598

The orbital gap comes out at 9.8 eV. The value obtained for the HOMO energy is -9.160 eV. As for the LUMO energy: 0.676 eV. The charge is 0. Its structure (SMILES) is FC(=C(Cl)Cl)[C@@H]1CN1.

***

Run ii
Computed, not measured: C4H4Cl2FN in the gas phase, with wB97M-V/def2-TZVPD.

Cartesian coordinates (Å):
F -1.21319 -1.95626 0.20694
C -0.88427 -0.61828 0.08913
C -1.96085 0.19322 -0.05508
Cl -3.53864 -0.44626 -0.31461
Cl -1.75973 1.83914 0.05343
C 0.54667 -0.32882 0.32494
C 1.32562 0.82515 -0.21646
N 1.44381 -0.49955 -0.78244
H 0.92380 -0.83463 1.23376
H 0.77045 1.59212 -0.71028
H 2.06144 1.18346 0.44387
H 2.28490 -0.94930 -0.27320

The orbital gap comes out at 9.9 eV. The value obtained for the HOMO energy is -9.231 eV. As for the LUMO energy: 0.692 eV. The charge is 0. Its structure (SMILES) is FC(=C(Cl)Cl)[C@@H]1CN1.

***

Q: Which of them is the least stable? A: run ii.

***

Run i
Computed, not measured: C2H4 in the gas phase, with wB97M-V/def2-TZVPD.

Cartesian coordinates (Å):
C -0.66783 -0.04039 -0.03777
C 0.70808 -0.02584 -0.00619
H -1.36690 -0.84590 -0.03430
H -1.13152 0.99123 0.11451
H 1.22560 -0.94832 0.06413
H 1.23257 0.86922 -0.10039

The orbital gap comes out at 11.4 eV. The value obtained for the HOMO energy is -9.927 eV. As for the LUMO energy: 1.424 eV. The charge is 0. Its structure (SMILES) is C=C.

***

Run ii
Computed, not measured: C2H4 in the gas phase, with wB97M-V/def2-TZVPD.

Cartesian coordinates (Å):
C -0.32406 0.51305 0.27553
C 0.32678 -0.49845 -0.28708
H -0.41003 0.59296 1.34330
H -0.58565 1.36809 -0.33643
H 0.72617 -1.32910 0.29482
H 0.49502 -0.72011 -1.33296

The orbital gap comes out at 11.6 eV. The value obtained for the HOMO energy is -10.208 eV. As for the LUMO energy: 1.427 eV. The charge is 0. Its structure (SMILES) is C=C.

***

Q: Which of them is the least stable? A: run i.

***

Run i
Computed, not measured: 2 unconnected molecules or ions with the total composition C2H9N5O, with wB97M-V/def2-TZVPD.

Cartesian coordinates (Å):
N 1.82655 -0.47657 1.60584
C 1.62058 -0.82705 0.39830
N 1.41294 -2.10534 -0.06833
N 1.66785 0.12781 -0.60626
H 1.88904 -1.27601 2.22662
H 1.37920 -2.87404 0.57548
H 0.94630 -2.26849 -0.94212
H 1.11815 -0.08806 -1.42398
H 1.52329 1.05925 -0.25159
N -1.85826 -0.03335 0.14843
C -1.74030 1.04414 -0.70458
N -1.49361 2.24641 -0.07774
O -1.82891 0.93810 -1.90955
H -1.47778 0.04756 1.07942
H -1.62277 -0.90170 -0.30222
H -1.66869 3.05616 -0.65032
H -1.69359 2.33119 0.90260

The orbital gap comes out at 9.7 eV. The value obtained for the HOMO energy is -9.106 eV. As for the LUMO energy: 0.590 eV. The charge is 0. Its structure (SMILES) is N=C(N)N.NC(N)=O.

***

Run ii
Computed, not measured: 2 unconnected molecules or ions with the total composition C2H9N5O, with wB97M-V/def2-TZVPD.

Cartesian coordinates (Å):
C 0.16517 -0.96707 -0.06019
C 1.58408 -1.57544 -0.18215
N 1.45117 1.91297 0.55547
N -2.79588 0.19467 -0.39715
N 0.87205 1.19873 -0.57318
N -1.87630 0.73986 0.43289
N -0.07626 0.26571 -0.41937
O -0.70926 -1.67266 0.40328
H 1.45581 -2.60693 -0.33048
H 2.17306 -1.19636 -0.95217
H 1.92577 -1.41047 0.83317
H 0.69118 2.31286 1.17770
H 1.90788 1.32976 1.14488
H -2.66155 0.27065 -1.39545
H -3.13935 -0.77247 -0.16614
H 0.68854 1.92688 -1.32388
H -1.65610 0.04932 1.25278

The orbital gap (alpha / beta) comes out at 8.2 / 8.0 eV. The value obtained for the HOMO energy (alpha / beta) is -7.897 / -7.868 eV. As for the LUMO energy (alpha / beta): 0.342 / 0.137 eV. The charge is 0.

***

Q: Which of them is the least stable? A: run ii.

***

Run i
Computed, not measured: a gas-phase ion, CIN4 (charge +1), with wB97M-V/def2-TZVPD.

Cartesian coordinates (Å):
C 1.03738 0.34781 0.00636
N 0.01693 0.94566 -0.01095
N -1.28343 -1.54854 -0.00346
N -1.26680 0.75851 0.00549
N -1.46553 -0.45673 0.00237
I 2.96145 -0.04672 0.00020

The orbital gap comes out at 8.3 eV. The value obtained for the HOMO energy is -15.143 eV. As for the LUMO energy: -6.884 eV. The charge is +1.

***

Run ii
Computed, not measured: a molecular structure, CIN4, with wB97M-V/def2-TZVPD.

Cartesian coordinates (Å):
C -0.19029 0.41732 0.64000
N 0.04030 0.99764 -0.42993
N 0.11815 -1.32793 -0.14147
N 0.58454 0.36852 -1.39105
N 0.45300 -0.84002 -1.15320
I -1.00569 0.38447 2.47566

The orbital gap (alpha / beta) comes out at 6.6 / 6.4 eV. The value obtained for the HOMO energy (alpha / beta) is -15.860 / -15.787 eV. As for the LUMO energy (alpha / beta): -9.261 / -9.388 eV. The charge is +1.

***

Q: Which of them is the least stable? A: run ii.

***

Run i
Computed, not measured: a gas-phase ion, C3H6NO2S (charge +1), with wB97M-V/def2-TZVPD.

Cartesian coordinates (Å):
C -0.32762 0.00557 0.28206
C 0.12123 -1.17097 -0.58168
S 1.69759 -1.66080 0.17712
C 2.08657 0.03458 0.33455
N 0.87173 0.87218 0.39543
O 3.02582 0.72433 -0.92904
O 3.20868 0.63435 0.46876
H -1.19163 0.42955 -0.20372
H -0.71203 -0.30493 1.22326
H -0.42720 -2.12012 -0.53078
H 0.48406 -0.93262 -1.54665
H 0.95217 1.69401 -0.27059
H 0.92866 1.44406 1.41376

The orbital gap comes out at 9.9 eV. The value obtained for the HOMO energy is -14.490 eV. As for the LUMO energy: -4.602 eV. The charge is +1. Its structure (SMILES) is C1CSC2([NH2+]1)OO2.

***

Run ii
Computed, not measured: 2 unconnected molecules or ions with the total composition C3H6NO2S, with wB97M-V/def2-TZVPD.

Cartesian coordinates (Å):
C 1.46437 1.68515 -0.92406
C -2.36912 -1.63016 0.54138
C -0.66934 0.52965 -1.14477
N 0.22225 1.30847 -0.96280
O 0.90270 -0.33565 0.87589
O 2.49960 1.00262 -0.58563
S 2.22149 -0.47378 0.36674
H 1.63407 2.78750 -0.82138
H -1.38007 -1.66422 1.03414
H -2.64835 -1.90507 -0.46035
H -3.31359 -1.47706 1.07933
H -1.56251 0.15941 -0.59642
H 2.99852 0.01314 1.59792

The orbital gap (alpha / beta) comes out at 6.1 / 9.1 eV. The value obtained for the HOMO energy (alpha / beta) is -12.725 / -14.113 eV. As for the LUMO energy (alpha / beta): -6.656 / -5.008 eV. The charge is +1.

***

Q: Which of them is the least stable? A: run ii.

***

Run i
Computed, not measured: C13H29NO4Si in the gas phase, with wB97M-V/def2-TZVPD.

Cartesian coordinates (Å):
C 2.33959 4.82883 0.34400
Si 1.81007 3.65797 -1.01798
C 1.24134 4.69777 -2.48998
C 3.02727 2.44232 -1.72389
C 0.18538 2.77951 -0.56015
C 0.20465 1.31585 -0.04434
C -1.00063 1.02076 0.90511
C -0.81819 -0.25611 1.80881
N -0.56702 -1.35317 0.93064
C 0.10851 -2.42552 1.74992
C 0.72706 -3.43645 0.74999
O 1.49394 -2.77325 -0.15362
C -0.49633 -4.16645 0.09628
O -1.18790 -4.81760 1.18788
C -1.49999 -3.11034 -0.66965
O -0.99297 -2.94571 -1.96725
C -1.69227 -1.79595 0.07520
C -3.05960 -1.72881 0.75758
O -2.95587 -2.40771 1.96557
H 1.73041 5.73315 0.26221
H 3.38844 5.08404 0.36765
H 2.03735 4.30085 1.25086
H 1.10787 4.23140 -3.45121
H 0.31444 5.19769 -2.15664
H 1.97940 5.44035 -2.92013
H 2.51031 1.73689 -2.34887
H 3.78888 2.98621 -2.22839
H 3.54375 1.77458 -1.05791
H -0.63388 2.91474 -1.26597
H -0.11453 3.36140 0.30359
H 1.19576 1.12942 0.49441
H 0.31419 0.58457 -0.81687
H -1.21790 1.90011 1.60604
H -1.83992 0.97394 0.22728
H 0.04003 -0.23786 2.50696
H -1.76023 -0.31283 2.40579
H -0.60590 -2.87976 2.46810
H 0.85124 -1.90449 2.34573
H 1.47795 -4.11845 1.32217
H 0.79275 -2.41045 -0.80234
H -0.18194 -4.89845 -0.62872
H -0.74207 -5.69840 1.37116
H -2.53565 -3.44009 -0.78891
H -0.97280 -3.79226 -2.55079
H -1.63266 -1.08559 -0.73387
H -3.79577 -2.04779 -0.00947
H -3.41374 -0.77685 1.06056
H -2.49287 -3.27198 1.82348

The orbital gap comes out at 8.6 eV. The value obtained for the HOMO energy is -8.243 eV. As for the LUMO energy: 0.403 eV. The charge is 0. Its structure (SMILES) is C[Si](C)(C)CCCCN1C[C@H](O)[C@@H](O)[C@H](O)[C@H]1CO.

***

Run ii
Computed, not measured: C13H29NO4Si in the gas phase, with wB97M-V/def2-TZVPD.

Cartesian coordinates (Å):
C 2.99885 0.33869 1.44224
Si 2.47135 1.74799 0.31885
C 0.95800 2.62666 0.97999
C 3.95348 2.90281 0.27263
C 2.08456 1.08037 -1.40538
C 1.01616 -0.03054 -1.57698
C 1.36569 -1.46726 -1.13698
C 0.17810 -2.40436 -1.15772
N -1.01654 -2.03504 -0.29831
C -0.97558 -2.13282 1.23041
C -1.13779 -0.71665 1.79110
O -1.15499 -0.71664 3.21747
C -2.38364 0.01947 1.28057
O -2.44813 1.35992 1.75084
C -2.49518 0.00802 -0.24611
O -3.83822 0.43957 -0.51896
C -2.18147 -1.36017 -0.90200
C -2.20813 -1.31842 -2.44612
O -3.48362 -1.01170 -2.93837
H 2.19958 -0.30144 1.80709
H 3.74263 -0.22345 0.86247
H 3.50948 0.72653 2.35063
H 0.10905 2.07646 0.66806
H 0.79303 3.65302 0.65295
H 0.95343 2.64243 2.03830
H 4.89546 2.36527 0.10138
H 4.03511 3.46470 1.18502
H 3.79592 3.63744 -0.51628
H 1.81889 1.94307 -2.04379
H 3.05320 0.73374 -1.75474
H 0.12597 0.29243 -1.04259
H 0.63889 -0.10148 -2.61090
H 2.18949 -1.85281 -1.75900
H 1.67481 -1.34164 -0.07059
H -0.15908 -2.55843 -2.18099
H 0.47684 -3.39531 -0.78954
H 0.01197 -2.53296 1.52785
H -1.72197 -2.82062 1.65492
H -0.27324 -0.05866 1.53373
H -1.89151 -1.29223 3.52414
H -3.27351 -0.46712 1.68339
H -2.18598 1.39393 2.71063
H -1.82823 0.75963 -0.66488
H -3.94880 1.31526 -0.09805
H -3.01960 -1.96929 -0.55471
H -1.48017 -0.59023 -2.85027
H -2.01745 -2.31437 -2.80997
H -3.92708 -0.51379 -2.21140

The orbital gap comes out at 8.8 eV. The value obtained for the HOMO energy is -8.289 eV. As for the LUMO energy: 0.550 eV. The charge is 0. Its structure (SMILES) is C[Si](C)(C)CCCCN1C[C@H](O)[C@@H](O)[C@H](O)[C@H]1CO.

***

Q: Which of them is the least stable? A: run i.